This record from the OMol25 dataset describes a molecular structure, C22H25BrNOPb. The level of theory is ωB97M-V/def2-TZVPD.

Summary:
total charge	+1
total energy	-102036.657	eV
largest force on an atom	4.026	eV/A
E_HOMO (spin up / spin down)	-10.719 / -10.808	eV

CARTESIAN COORDINATES (ANGSTROEM)
H 4.570 0.453 -3.203
H -2.933 -0.705 2.422
H -3.860 -1.623 -1.340
H -1.892 0.261 0.969
H 2.205 0.054 -0.210
C -2.089 -1.405 2.384
C -3.490 -1.829 -0.331
C -1.583 -2.015 1.184
C 1.779 1.553 1.377
C 2.107 2.509 -2.090
C 1.141 0.490 -3.055
C 0.996 1.725 -2.411
N -1.446 1.338 -2.021
O -2.869 1.958 -0.239
C 1.691 1.417 2.784
H 1.930 -0.341 4.117
H -0.435 0.000 -0.043
H -0.201 -1.962 -1.333
C -2.006 -1.535 -0.177
H -1.374 -3.307 -1.141
H -1.317 -1.376 4.464
H 0.706 -2.889 3.441
H -2.043 1.495 -2.822
H 2.483 -1.668 1.824
H -0.167 2.527 -0.906
H -4.149 -1.340 0.392
C -0.313 2.279 -1.966
C -1.263 -2.227 -1.304
H -1.720 -1.964 -2.265
H 4.237 2.691 -2.091
C -1.553 -0.045 -0.024
Br -1.243 1.615 4.100
H 0.269 -0.112 -3.344
H -0.559 3.257 -2.422
H 2.593 -0.922 -3.877
C -0.141 -2.495 2.893
C 2.439 0.036 -3.362
C -2.094 1.087 -0.829
H 1.919 3.478 -1.618
Pb -1.710 2.715 1.714
C 3.390 2.056 -2.369
H 1.460 2.223 3.479
C 3.555 0.818 -3.016
C 2.205 -0.632 1.914
C 2.051 0.272 0.835
C -1.197 -1.704 3.434
H -3.567 -2.914 -0.157
C 1.953 0.064 3.114
H 1.648 2.487 0.832
H 0.249 -3.197 0.790
C -0.363 -2.654 1.503

Atom charges from the Mulliken analysis, given in e for atoms 1 to 6: atom 1 (H): 0.3746, atom 2 (H): 0.6391, atom 3 (H): 0.4763, atom 4 (H): -0.0857, atom 5 (H): 0.5067, atom 6 (C): -0.9866

This record from the OMol25 dataset describes a molecular structure, C32H30BaN6O2PS2Se2Te2. The level of theory is ωB97M-V/def2-TZVPD.

Summary:
total charge	-1
total energy	-223646.963	eV
largest force on an atom	0.193	eV/A
relative energy (zero: lowest compared OMol25 entry of this formula, charge and spin)	2.4	kcal per mole
E_HOMO	-3.476	eV

CARTESIAN COORDINATES (ANGSTROEM)
H 1.462 -4.615 -2.233
S 3.614 2.635 -0.647
H -5.505 4.908 0.085
H 3.191 2.518 3.041
H -0.531 -6.857 0.471
H 3.655 -2.538 4.291
H -4.942 0.516 -1.652
H -4.049 7.235 0.263
C 1.164 -1.753 2.129
H -1.919 -2.643 -1.690
C 2.147 -3.810 -2.466
H -4.506 2.964 -1.324
H 0.691 3.464 -2.583
Te -1.962 -0.065 -3.303
H 1.481 -1.327 4.191
H 0.971 -4.910 0.535
H 4.572 -0.938 -3.344
H -4.604 -1.009 0.269
N -3.716 4.068 0.937
C -0.132 -0.985 2.076
C 0.021 -4.838 0.018
H -1.042 6.736 2.208
C 3.763 0.936 1.665
O -0.198 0.119 2.662
H 4.810 1.237 1.592
C -4.032 2.691 0.760
C -4.486 0.059 0.397
C 2.006 -2.579 -1.834
H 2.087 1.131 3.016
C -4.080 0.589 1.614
C 2.884 -1.547 -2.174
H 3.659 0.999 3.823
C -1.434 6.784 1.194
H 3.731 -0.156 1.626
C 3.616 -3.048 2.203
H -3.892 -0.049 2.470
C 4.038 -2.987 -3.710
N 1.794 1.116 0.228
C -4.508 5.091 0.442
N 1.253 1.742 -0.863
H 2.755 -0.572 -1.714
H 2.255 4.151 -2.688
C 3.900 -1.749 -3.094
C 3.156 -4.011 -3.401
C 1.664 -2.335 0.955
C -1.580 -3.565 -1.232
Se -4.073 -1.380 -3.344
C 2.057 2.593 -1.425
Se -1.639 3.746 -1.872
N -2.564 5.893 1.056
H -0.645 6.486 0.503
C 1.886 -1.816 3.314
N 1.711 3.324 -2.511
C 3.135 1.430 2.968
C -2.051 -5.852 -0.668
C -4.450 2.270 -0.497
H -3.376 -4.566 -1.790
C -2.487 4.560 1.286
S -1.121 3.768 1.859
C -0.347 -3.642 -0.596
C -4.684 0.918 -0.678
N -3.851 1.895 1.804
C 3.103 -2.478 3.361
P 0.704 -2.141 -0.616
O -1.035 -1.449 1.323
H 3.250 -4.972 -3.891
Ba -1.202 0.981 0.143
C -3.797 6.225 0.529
H -1.765 7.795 0.967
C 2.908 -2.964 1.011
C -2.427 -4.665 -1.278
H 4.573 -3.556 2.223
H 4.822 -3.147 -4.441
H 3.331 -3.397 0.113
H -2.711 -6.711 -0.693
Te -2.657 2.530 -3.838
C 3.004 1.455 0.482
C -0.826 -5.935 -0.016

Atom charges from the Mulliken analysis, given in e for atoms 1 to 6: atom 1 (H): 0.3557, atom 2 (S): -0.2848, atom 3 (H): 0.4941, atom 4 (H): 0.3804, atom 5 (H): 0.4019, atom 6 (H): 0.3888

This record from the OMol25 dataset describes a single C26H29N3O3 molecule. The level of theory is ωB97M-V/def2-TZVPD.

Summary:
total energy	-38043.175	eV
largest force on an atom	2.058	eV/A
relative energy (zero: lowest compared OMol25 entry of this formula, charge and spin)	84.5	kcal per mole
E_HOMO	-7.752	eV
SMILES	c1cc(OC(c2ccc(N3CCOCC3)cc2)c2ccc(N3CCOCC3)cc2)ccn1

CARTESIAN COORDINATES (ANGSTROEM)
C -0.251 -1.358 5.544
H 1.364 -3.608 3.609
O -2.429 1.223 -0.546
H 2.650 1.704 -1.747
H 3.591 -0.410 -4.845
N 2.519 1.374 -4.441
C -1.607 0.094 -0.682
O 0.501 -3.262 6.848
C 0.037 -1.299 0.697
H 1.524 -1.412 6.756
H 3.264 3.431 -5.996
C 1.691 1.356 -2.133
H -5.308 2.472 2.747
C -0.788 0.438 -3.048
C -5.162 2.000 1.777
C 2.929 0.315 -5.361
H 0.540 -1.506 -0.252
H 0.113 0.407 -5.015
C -4.797 0.648 -0.595
H -0.133 -0.268 5.469
C 0.669 1.070 -1.232
H -6.967 0.649 -0.564
C 1.506 1.114 -3.511
H 2.251 -3.633 5.752
H -4.742 0.130 -1.550
H 3.039 3.214 -3.591
C -1.120 -0.504 3.109
H -0.283 -4.010 4.170
H 0.984 -4.929 5.861
H -1.622 -0.156 4.024
C 0.491 -1.842 1.889
C 0.253 0.619 -3.952
H 4.344 0.056 -6.985
H -3.062 2.359 1.843
C -1.615 -0.053 1.896
C 0.499 -1.835 6.780
H -1.324 -1.608 5.678
C -0.541 0.514 -1.676
H 4.347 1.970 -3.537
C -6.055 0.940 -0.047
C -0.088 -1.454 3.124
H -2.190 -0.715 -1.179
H 0.790 1.296 -0.166
C -3.689 1.173 0.072
N -6.226 1.585 1.104
C 4.082 2.924 -5.446
C 3.716 0.853 -6.559
H -0.035 -1.520 7.688
N 0.311 -1.984 4.343
H 4.914 3.619 -5.261
C 3.519 2.391 -4.134
H 2.998 1.225 -7.317
C 0.618 -3.399 4.379
O 4.662 1.866 -6.211
H -1.814 0.258 -3.384
H 1.314 -2.551 1.895
C -3.867 1.891 1.267
H 2.035 -0.211 -5.717
H -2.448 0.621 1.968
C 1.165 -3.853 5.730
C -1.063 -0.420 0.661

Atom charges from the Mulliken analysis, given in e for atoms 1 to 6: atom 1 (C): -0.7113, atom 2 (H): 0.2147, atom 3 (O): -0.3410, atom 4 (H): 0.3747, atom 5 (H): 0.2505, atom 6 (N): 0.2397

This record from the OMol25 dataset describes a molecular structure, HO5S2. The level of theory is ωB97M-V/def2-TZVPD.

Summary:
total charge	-1
total energy	-31920.398	eV
largest force on an atom	2.954	eV/A
relative energy (zero: lowest compared OMol25 entry of this formula, charge and spin)	124.4	kcal per mole
E_HOMO	-3.915	eV

CARTESIAN COORDINATES (ANGSTROEM)
O -0.684 -1.553 0.136
O -2.385 0.863 0.172
S 1.880 0.028 0.769
O -1.094 1.172 -0.468
H -2.541 -0.056 -0.092
O 2.359 1.363 0.328
S 0.312 -0.628 -0.473
O 2.153 -1.188 -0.371

Atom charges from the Mulliken analysis, given in e for atoms 1 to 6: atom 1 (O): -0.5465, atom 2 (O): -0.3828, atom 3 (S): 0.5097, atom 4 (O): -0.5813, atom 5 (H): 0.2888, atom 6 (O): -0.5204

This record from the OMol25 dataset describes 2 unconnected molecules or ions with the total composition C4H13N2O2. The level of theory is ωB97M-V/def2-TZVPD.

Summary:
spin multiplicity	2
total energy	-11430.833	eV
largest force on an atom	3.660	eV/A
relative energy (zero: lowest compared OMol25 entry of this formula, charge and spin)	21.1	kcal per mole
expectation value of S²	0.7532
E_HOMO (spin up / spin down)	-3.310 / -8.154	eV

CARTESIAN COORDINATES (ANGSTROEM)
H -0.222 -3.549 -0.910
H -0.121 0.273 -1.725
H -1.937 2.052 -0.945
H -2.529 0.738 -1.902
H 0.325 1.264 2.210
C 0.262 0.846 0.117
H 0.262 1.948 0.119
O 1.719 -0.121 -1.470
N 2.637 0.243 0.729
H -1.234 -3.310 0.134
O -0.547 -2.832 -0.340
H -1.040 0.282 1.885
H 0.612 -0.420 1.935
H 3.417 -0.388 0.613
C -2.019 0.950 -0.971
H -0.797 -0.720 -0.626
C 0.015 0.386 1.568
C 1.644 0.218 -0.274
N -0.718 0.292 -0.862
H -2.741 0.669 -0.205
H 3.011 1.180 0.919

Atom charges from the Mulliken analysis, given in e for atoms 1 to 6: atom 1 (H): 0.2760, atom 2 (H): 0.3210, atom 3 (H): 0.3575, atom 4 (H): 0.3590, atom 5 (H): 0.3601, atom 6 (C): -0.2566

This record from the OMol25 dataset describes a molecular structure, C30H47N2OP2PdSi. The level of theory is ωB97M-V/def2-TZVPD.

Summary:
spin multiplicity	5
total charge	+3
total energy	-66808.925	eV
largest force on an atom	2.618	eV/A
expectation value of S²	6.0406
E_HOMO (spin up / spin down)	-15.257 / -16.780	eV

CARTESIAN COORDINATES (ANGSTROEM)
C -2.197 2.990 3.204
H -1.851 -1.797 -4.849
H -3.075 -3.291 5.119
C -3.122 0.640 2.051
H -2.517 0.622 -4.153
C 3.476 -0.627 -1.369
H -3.586 -0.379 -3.174
H 1.574 -3.509 -3.072
H -2.280 -1.574 -1.177
C 0.857 -0.002 4.207
H -2.201 3.565 -0.902
H -2.241 -1.223 4.146
C -2.618 0.139 -3.179
H -0.240 3.375 -3.069
C 0.961 -0.541 2.939
H -0.468 -3.444 0.927
H -0.257 -2.062 -4.124
H 2.202 -1.550 1.513
H 3.183 -0.883 -0.348
Si -0.557 -0.577 1.734
H 3.813 -1.471 -4.222
H 1.798 -3.313 -1.326
H 3.412 2.630 0.835
H 1.731 3.182 0.872
C 2.000 0.115 4.985
N -1.371 1.960 -2.005
H 4.399 -1.165 -1.609
H -0.946 2.109 -4.078
H -4.251 3.560 3.325
C -3.554 2.788 3.030
H -3.472 1.886 -2.265
C 3.711 0.876 -1.474
C -1.515 -4.585 2.407
C -1.041 -1.320 -4.282
P 2.193 1.892 -1.134
C -4.021 1.616 2.466
C -2.503 -3.336 4.205
C -1.306 -2.207 2.470
H -1.046 -2.579 -1.951
C 2.156 -1.058 2.472
C -1.294 2.016 2.796
C -1.121 2.749 -3.211
H 3.203 -3.379 -2.411
C -2.219 -4.546 3.598
H 2.111 1.495 1.265
H -0.084 0.348 4.603
H 4.089 -0.291 5.136
H 2.666 3.294 -3.067
H -2.698 -2.547 -2.606
C -2.630 1.203 -2.080
H -0.642 -0.499 -4.882
C 2.846 -0.969 -4.174
C 2.646 3.446 -1.989
C -1.032 -3.410 1.845
C -2.024 -2.157 3.651
H 2.191 -1.411 -4.924
N -1.520 -0.823 -2.993
C 3.296 -0.936 3.255
Pd 0.310 0.314 -1.852
H -3.494 -0.272 1.610
H -2.533 -5.471 4.068
H -1.317 -5.522 1.907
C -1.388 2.832 -0.833
H -0.238 2.190 2.935
H -2.784 0.727 -1.106
C 3.211 -0.353 4.507
P 2.129 -1.206 -2.507
H -0.443 3.374 -0.757
H 3.639 3.759 -1.664
H -1.522 2.239 0.071
H 1.922 0.554 5.968
H 4.055 1.121 -2.482
H -1.966 3.410 -3.433
H -5.079 1.439 2.352
H 1.933 4.238 -1.764
C 2.177 -3.025 -2.304
H -1.828 3.899 3.655
C -1.767 0.838 2.248
C -1.913 -1.941 -2.136
O -0.206 -0.469 0.228
C 2.381 2.341 0.636
H 2.970 0.087 -4.410
H 4.234 -1.319 2.883
H 4.499 1.180 -0.777

Atom charges from the Mulliken analysis, given in e for atoms 1 to 6: atom 1 (C): -0.8316, atom 2 (H): 0.3721, atom 3 (H): 0.4674, atom 4 (C): 0.0477, atom 5 (H): 0.4614, atom 6 (C): -0.3541

This record from the OMol25 dataset describes 6 unconnected molecules or ions with the total composition C26H44FN8O4. The level of theory is ωB97M-V/def2-TZVPD.

Summary:
total charge	-1
total energy	-50498.306	eV
largest force on an atom	9.768	eV/A
E_HOMO	-4.452	eV

CARTESIAN COORDINATES (ANGSTROEM)
H 10.175 1.830 -6.414
C -2.302 -2.296 4.317
C 8.760 0.782 -5.198
H 7.951 0.556 -1.198
C 7.413 -1.333 -0.289
H -1.930 -4.078 3.148
H -7.004 6.062 1.606
C 7.426 -0.366 -1.473
C 6.073 -0.050 -1.950
H -4.835 4.962 1.343
H -2.395 -1.214 4.163
O 0.333 3.858 0.190
C -5.459 2.936 1.676
H 8.072 0.639 -6.037
C -6.347 2.143 2.537
N -0.856 2.623 -1.923
H 2.779 1.311 -0.303
H 11.305 1.287 -4.238
H -7.159 4.757 0.419
H 9.351 -0.133 -5.085
C 6.812 -0.727 0.972
H 0.539 -0.312 0.676
C -1.213 -2.563 5.348
C 1.060 -0.284 -0.370
N -2.237 -0.462 0.021
C -2.020 0.980 -0.380
H -5.649 2.699 0.624
C 10.707 2.197 -4.367
H 6.863 -2.246 -0.550
C 2.668 0.122 -0.308
H -8.742 -5.715 -0.007
H 9.038 2.881 -5.570
C 0.125 2.532 0.419
F -4.503 -1.747 0.188
H 8.160 0.919 -4.294
C -8.847 -4.625 -0.029
C -3.479 -1.051 -0.656
H 3.272 -0.252 -1.262
H -2.938 -2.876 2.350
H -6.614 -2.094 0.851
O -3.741 -0.946 -1.968
H -7.531 -4.260 1.655
H 7.993 -0.821 -2.293
H -2.498 -0.470 1.051
H 1.044 -1.402 -0.790
H 5.754 -0.482 0.834
C -5.613 4.438 1.911
C -2.053 -3.002 2.985
H 6.884 -1.438 1.801
H -4.421 2.652 1.882
C -6.970 4.976 1.475
H -3.258 -2.645 4.725
N 5.005 0.202 -2.327
H -5.453 4.677 2.969
H -7.782 4.543 2.067
H 1.090 1.035 -2.060
H -1.156 1.987 -2.722
H 0.042 3.051 -2.284
H -8.927 -4.335 -1.083
H 7.343 0.186 1.261
N -11.045 -3.957 1.251
O 0.474 2.055 1.771
N 9.634 2.894 -2.070
C -0.532 1.628 -0.788
C 10.107 2.588 -3.085
H -7.616 -2.188 -0.607
C -7.599 -3.998 0.593
H 8.445 -1.633 -0.071
H 11.396 2.986 -4.690
C -7.554 -2.483 0.445
C 9.659 1.984 -5.458
C -0.882 -2.465 2.278
H 3.084 -0.330 0.698
O -3.098 1.804 -0.465
C -10.074 -4.252 0.688
H -0.247 -2.161 5.025
N 0.404 0.607 -1.398
H -1.470 -2.086 6.299
H -6.714 -4.420 0.101
H -1.097 -3.636 5.528
N -7.050 1.515 3.214
H -8.374 -2.003 0.987
N 0.044 -2.044 1.720

Atom charges from the Mulliken analysis, given in e for atoms 1 to 6: atom 1 (H): 0.3071, atom 2 (C): -0.3803, atom 3 (C): -0.9585, atom 4 (H): 0.1778, atom 5 (C): -0.6182, atom 6 (H): 0.3791

This record from the OMol25 dataset describes a single C20H28N4O2S molecule. The level of theory is ωB97M-V/def2-TZVPD.

Summary:
total energy	-42085.713	eV
largest force on an atom	1.206	eV/A
relative energy (zero: lowest compared OMol25 entry of this formula, charge and spin)	32.9	kcal per mole
E_HOMO	-8.614	eV
SMILES	CCn1c(COc2ccccc2C)nnc1SCC(=O)N1CCC(C)CC1

CARTESIAN COORDINATES (ANGSTROEM)
N 3.266 -0.429 0.543
H -5.936 0.099 1.080
C -2.139 -2.776 0.825
S 1.039 -2.905 0.519
C 2.801 1.420 -0.984
C -2.335 -4.278 0.648
C 3.546 -1.736 0.385
H 4.949 2.919 -1.891
C 4.814 1.467 0.468
N 0.129 -1.643 -1.718
H -3.101 -2.270 0.932
C -5.172 0.500 1.743
H -2.576 4.270 0.882
H 3.354 0.945 -1.798
H -1.372 -4.774 0.555
H -5.643 1.128 2.494
C 3.742 2.332 -0.197
C -4.163 1.279 0.956
C -0.126 -2.227 -0.574
H 5.028 4.039 -0.530
C 4.368 3.390 -1.101
N -1.464 -2.203 -0.311
H -2.853 -4.683 1.513
H 3.045 -3.559 -0.574
H 3.589 0.858 2.141
H -2.167 0.972 -1.784
H 4.919 -0.269 1.766
H 1.559 -0.303 -0.679
H 5.425 0.989 -0.301
H -4.694 -0.343 2.241
O -3.993 -0.577 -0.464
H 5.468 2.081 1.088
H 2.275 -2.154 -1.372
H 1.986 1.997 -1.421
H -1.528 -2.581 1.711
C -3.437 -1.248 -1.573
H 1.608 0.801 0.707
H -2.925 -4.486 -0.242
C -2.633 1.406 -0.915
C -2.278 2.689 -0.529
O 4.526 -2.260 0.884
N -1.041 -1.224 -2.224
C 2.209 0.333 -0.084
C -1.990 -1.557 -1.397
H -1.546 3.229 -1.111
H -4.247 3.014 2.186
C 4.165 0.390 1.333
H 3.597 4.003 -1.562
C -3.792 2.562 1.316
C -2.853 3.271 0.584
H 3.165 2.837 0.586
C -3.571 0.700 -0.176
H -4.015 -2.175 -1.654
H -3.556 -0.674 -2.499
C 2.574 -2.588 -0.421

Atom charges from the Mulliken analysis, given in e for atoms 1 to 6: atom 1 (N): 0.1471, atom 2 (H): 0.3046, atom 3 (C): -0.4842, atom 4 (S): -0.2043, atom 5 (C): -1.0153, atom 6 (C): -1.0716

This record from the OMol25 dataset describes 2 unconnected molecules or ions with the total composition C10H12F9N2O. The level of theory is ωB97M-V/def2-TZVPD.

Summary:
total charge	+1
total energy	-40036.789	eV
largest force on an atom	8.577	eV/A
E_HOMO	-13.612	eV

CARTESIAN COORDINATES (ANGSTROEM)
H -0.540 -2.021 1.030
H -2.499 3.896 2.667
F -0.403 -5.326 1.496
H -2.351 1.870 0.627
N -0.236 4.683 -0.188
H 2.203 -5.698 1.347
H 0.441 5.140 -0.841
H -0.599 6.143 1.638
C 0.431 -2.107 1.532
H -1.815 2.520 -3.783
H 0.474 -0.860 -1.041
F 2.434 -0.696 -1.318
C -0.831 5.112 1.135
H -2.654 3.438 -2.297
O 0.712 -3.452 1.927
C -1.852 3.906 1.670
H 0.295 -1.572 2.480
C 1.398 -1.362 -0.739
C -0.873 3.323 -0.397
F 2.752 -1.896 1.149
F 1.407 -2.606 -1.270
H 0.301 2.776 -2.378
F 1.556 -0.081 1.217
F 2.662 -4.324 -0.017
C 1.743 -5.180 0.501
C -0.618 2.384 -1.726
F -0.194 -3.884 -0.108
H -2.663 1.535 -2.296
C 1.552 -1.378 0.777
F -0.316 0.994 -1.269
C 0.467 -4.446 0.932
F 1.478 -6.096 -0.469
N -1.840 2.784 0.635
C -2.022 2.478 -2.621

Atom charges from the Mulliken analysis, given in e for atoms 1 to 6: atom 1 (H): 0.3239, atom 2 (H): 0.3470, atom 3 (F): -0.2911, atom 4 (H): 0.2915, atom 5 (N): -0.1056, atom 6 (H): 0.2505